Record 1
{"formula": "C8H15N2S", "method": "ωB97M-V/def2-TZVPD", "spin_multiplicity": 3, "orbital_gap_ev": [7.7898, 8.3435], "homo_energy_ev": [-10.64, -12.24], "s2": 2.025, "charge": 1, "relative_energy_kcal_mol": 71.3, "max_force_ha_per_bohr": 0.104, "elements": ["C", "C", "C", "C", "C", "C", "C", "C", "N", "N", "S", "H", "H", "H", "H", "H", "H", "H", "H", "H", "H", "H", "H", "H", "H", "H"], "xyz": [[-0.9870, 0.6260, 0.5647], [-1.1167, -0.6656, 0.2583], [0.1299, 1.5178, 0.5512], [-0.0382, -1.6911, 0.3048], [1.4395, 1.1390, -0.1962], [1.2268, -1.3406, -0.3584], [-4.4682, 1.0196, -0.2876], [3.3644, -0.3787, -0.1801], [-3.0777, 0.5176, -0.4101], [1.9777, -0.1969, 0.1739], [-2.8406, -1.0394, -0.0240], [-0.1455, 2.4557, 0.1841], [0.3687, 1.9431, 1.6032], [0.0604, -2.0217, 1.2850], [-0.3696, -2.6101, -0.0990], [1.2337, 0.9478, -1.2457], [2.2188, 1.8713, -0.0666], [1.8101, -2.3036, -0.1867], [1.1621, -1.3478, -1.3710], [-4.6851, 1.5424, 0.5933], [-4.7665, 1.4289, -1.1982], [-5.2614, 0.1105, -0.2184], [3.7892, -1.1432, 0.3656], [3.1638, -0.4382, -1.2293], [3.9643, 0.4859, 0.0505], [1.8470, -0.4286, 1.1368]], "forces_ev_per_a": [[0.52, -2.11, -1.04], [-0.58, 1.05, 0.91], [2.24, 0.97, 2.58], [-1.65, 1.05, -0.59], [-1.47, -0.67, -0.14], [1.10, -3.28, 1.86], [-1.07, -5.20, -0.35], [-0.20, 2.30, -1.23], [-1.96, 0.57, 0.39], [-1.04, -0.72, 1.99], [0.47, 0.53, -0.22], [-0.66, 1.56, -1.40], [-0.01, -1.25, -1.07], [0.80, -0.16, 2.27], [-0.49, -0.96, -1.19], [-0.13, 0.74, -0.35], [0.14, 0.23, 0.08], [0.15, 1.46, 0.00], [-0.38, 0.86, -3.17], [0.24, 1.33, 1.08], [-0.23, 1.52, -1.24], [1.70, 1.61, -0.03], [0.70, -2.23, 0.41], [1.74, -0.71, -1.03], [-0.07, 0.58, -0.05], [0.11, 0.90, 1.50]]}

Record 2
{"formula": "C8H15N3O", "method": "ωB97M-V/def2-TZVPD", "orbital_gap_ev": 10.1327, "homo_energy_ev": -9.19, "charge": 0, "relative_energy_kcal_mol": 114.8, "max_force_ha_per_bohr": 0.100, "elements": ["C", "C", "C", "C", "C", "C", "C", "C", "N", "N", "N", "O", "H", "H", "H", "H", "H", "H", "H", "H", "H", "H", "H", "H", "H", "H", "H"], "xyz": [[1.1301, 0.7129, 3.9195], [1.3827, 1.2995, 2.7818], [-0.2959, 0.8364, -0.2408], [1.2017, 0.6778, -0.4785], [1.8349, -0.6006, -0.8802], [-2.8300, -1.7839, -1.7059], [-1.2938, -0.3388, -0.3931], [-1.9418, -0.5600, -1.7877], [-0.2179, 1.5754, -1.5444], [1.0167, 1.4741, -1.6527], [2.0307, 1.3473, 0.5252], [1.9228, 0.5562, 1.7486], [1.0089, 1.1611, 4.8803], [1.3543, -0.3875, 3.9093], [1.2213, 2.3908, 2.4798], [-0.5690, 1.5116, 0.5737], [2.7239, -0.3933, -1.3657], [1.1249, -1.2597, -1.5780], [1.8573, -1.1775, 0.0269], [-2.2396, -2.6645, -1.2342], [-3.0465, -2.2129, -2.7552], [-3.8205, -1.6625, -1.0922], [-0.7511, -1.3312, -0.1210], [-2.1289, -0.3296, 0.4080], [-2.5385, 0.3370, -2.0721], [-1.1183, -0.6113, -2.4692], [2.9819, 1.4332, 0.1179]], "forces_ev_per_a": [[0.87, -2.41, 0.41], [0.07, 2.52, -1.69], [-1.70, -0.53, -0.85], [0.92, -0.30, 1.19], [-4.30, -2.78, -0.39], [-0.47, -2.55, -0.45], [-0.28, -1.84, 1.94], [-0.60, 1.23, 1.63], [-0.38, 0.62, 0.20], [0.27, 1.35, -1.11], [-0.85, 0.67, 0.06], [0.60, 0.47, -1.34], [-0.62, 0.51, 0.07], [-0.27, 1.07, 0.27], [0.38, -1.63, 0.71], [0.19, -0.12, -0.08], [1.95, 0.06, -0.78], [1.55, 1.59, 1.13], [0.87, -0.52, 0.31], [-0.96, 1.42, -0.45], [-0.13, 0.90, 1.56], [1.92, -0.03, -1.26], [-0.67, 1.56, -0.48], [1.28, 0.39, -1.20], [0.43, -0.55, 0.15], [0.21, -0.46, -0.85], [-0.30, -0.66, 1.31]]}

Record 3
{"formula": "C8H15N3S", "method": "ωB97M-V/def2-TZVPD", "orbital_gap_ev": 8.6278, "homo_energy_ev": -8.08, "charge": 0, "relative_energy_kcal_mol": 64.2, "max_force_ha_per_bohr": 0.111, "elements": ["C", "C", "C", "C", "C", "C", "C", "C", "H", "H", "H", "H", "H", "H", "H", "H", "H", "H", "H", "H", "H", "H", "H", "N", "N", "N", "S"], "xyz": [[2.3801, -2.1168, -2.0827], [1.7567, -1.8460, -0.5599], [0.6379, -0.8562, -1.0857], [-1.2808, -0.8582, 0.4915], [-0.1651, 1.1397, 0.3281], [0.6399, 2.3735, -0.2656], [-0.3773, 3.6707, 0.1765], [2.0268, 2.2855, 0.1345], [1.6275, -2.8255, -2.4913], [2.0424, -1.0779, -2.8729], [3.4916, -2.4502, -2.0060], [2.4364, -1.2438, 0.1565], [1.3333, -2.5843, 0.2588], [1.2020, 0.0159, -1.6756], [0.0258, -1.2879, -1.9777], [-2.5101, -0.0682, 1.7728], [0.5223, 2.3528, -1.3547], [-1.2626, 3.5158, -0.5638], [0.1442, 4.5253, -0.1106], [-0.6552, 3.4802, 1.3361], [2.4741, 1.6297, -0.9242], [2.1578, 1.6683, 1.1288], [2.5066, 3.4931, 0.1703], [-0.2881, -0.2137, -0.2355], [-1.5044, 0.0005, 1.5121], [-0.9478, 1.1976, 1.3353], [-1.8789, -2.4243, 0.5032]], "forces_ev_per_a": [[-1.01, 1.02, 0.67], [-0.36, 2.22, 0.25], [0.62, 1.09, -3.36], [2.19, -0.84, 0.17], [0.21, -1.29, -1.51], [-5.64, -0.01, 0.90], [-0.51, -4.64, 0.66], [4.03, 0.65, -1.25], [1.25, -0.23, 0.03], [2.02, -3.14, 2.65], [-2.19, 0.65, -0.78], [-0.59, -0.57, -1.60], [0.64, 0.47, -2.69], [-1.15, -1.64, 1.63], [1.02, 0.07, 1.71], [1.29, 0.54, 0.72], [0.05, -0.14, 0.20], [1.24, 0.42, 1.77], [0.73, 1.72, 0.09], [0.55, 1.07, -3.03], [-0.28, 1.96, 3.74], [0.21, 1.55, -2.05], [-0.97, -3.94, -0.01], [-0.74, 1.37, 1.77], [-3.05, -0.96, -0.11], [0.24, 2.04, 0.19], [0.21, 0.57, -0.75]]}

Record 4
{"formula": "C8H15N3S2", "method": "ωB97M-V/def2-TZVPD", "orbital_gap_ev": 8.8113, "homo_energy_ev": -8.28, "charge": 0, "relative_energy_kcal_mol": 6.1, "max_force_ha_per_bohr": 0.041, "elements": ["C", "C", "C", "C", "C", "C", "C", "C", "H", "H", "H", "H", "H", "H", "H", "H", "H", "H", "H", "H", "H", "H", "H", "N", "N", "N", "S", "S"], "xyz": [[-2.5095, -1.9518, -3.2699], [-1.3961, -0.8875, -3.4925], [-0.2590, -0.9609, -2.4860], [-0.7690, -0.7060, -1.0342], [0.3598, -0.8024, 0.0239], [1.4108, 0.3041, -0.1529], [1.9601, 1.0615, 2.3826], [1.2320, 2.0690, 4.4641], [-2.0493, -2.9548, -3.1209], [-3.1935, -2.0493, -4.1772], [-3.1433, -1.7214, -2.3994], [-1.8900, 0.1330, -3.4954], [-0.9880, -0.9305, -4.5171], [0.1752, -1.9504, -2.5418], [0.5312, -0.2540, -2.8023], [-1.5180, -1.4510, -0.7600], [-1.2160, 0.2997, -1.0291], [-0.0240, -0.7432, 1.0757], [0.8466, -1.7823, -0.0508], [1.9129, 0.2119, -1.1589], [0.9799, 1.3131, -0.0887], [0.2155, 3.2580, 5.7029], [1.7784, 2.8401, 6.2512], [0.7903, 1.5895, 2.3286], [0.3359, 2.1213, 3.5006], [0.9773, 2.5361, 5.7513], [2.7640, 0.2318, 1.0676], [2.6859, 1.1762, 4.0287]], "forces_ev_per_a": [[-0.07, -0.32, -1.05], [-1.19, 0.84, -0.64], [-0.48, 0.44, 0.48], [1.09, 0.18, -0.20], [-0.15, 0.38, 0.53], [0.33, -0.14, -0.95], [0.00, 0.04, 1.11], [-0.69, -0.60, -0.71], [-0.31, 0.57, 0.00], [0.87, 0.26, 1.14], [0.29, -0.08, -0.31], [0.55, -0.91, 0.33], [-0.12, -0.41, 0.32], [0.24, -0.41, 0.03], [-0.36, -0.17, 0.38], [-0.13, 0.16, -0.19], [-0.07, -0.29, 0.25], [0.05, 0.05, -0.95], [0.01, 0.12, -0.09], [-0.36, 0.10, 1.09], [0.02, -0.38, -0.02], [1.14, -1.05, 0.26], [0.57, 0.31, 0.40], [0.07, -0.32, -0.14], [1.10, 0.53, 1.12], [-1.58, 0.59, -1.29], [-0.12, 0.13, -0.07], [-0.69, 0.38, -0.82]]}